This record from OMol25 describes 15 unconnected molecules or ions with the total composition C41H57Cl16F4N3O3 at a distorted geometry. The level of theory is ωB97M-V/def2-TZVPD.

Element x y z (Å)
C1 -4.7798 -5.1104 -3.2973
C2 -4.9989 -4.9913 -1.8302
O1 -4.1468 -4.5392 -1.0509
N1 -6.2024 -5.2533 -1.3646
C3 -6.5816 -5.1326 0.0762
H1 -5.3647 -5.8555 -3.8365
H2 -3.7506 -5.4107 -3.4938
H3 -5.0207 -4.1207 -3.6853
H4 -6.9471 -5.2355 -2.0466
H5 -7.6518 -4.9623 0.1931
H6 -6.1000 -4.3470 0.6584
H7 -6.2202 -6.0041 0.6221
C4 6.6941 -0.9896 5.4983
C5 5.9660 0.3172 5.1932
O2 5.3378 0.9381 6.0634
N2 6.2083 0.9018 3.9734
C6 5.7388 2.1838 3.5679
H8 6.6634 -1.1291 6.5788
H9 7.7619 -0.9979 5.2797
H10 6.1847 -1.8966 5.1730
H11 6.7583 0.4904 3.2329
H12 5.6838 2.8688 4.4140
H13 4.7003 2.2131 3.2382
H14 6.3350 2.4827 2.7057
C7 -3.3835 4.4073 1.5918
C8 -2.2579 3.8043 2.3865
O3 -1.4285 4.5442 2.9616
N3 -2.2923 2.4625 2.4982
C9 -1.3805 1.7622 3.3731
H15 -3.0296 5.3940 1.2928
H16 -4.2595 4.5471 2.2252
H17 -3.7252 3.7454 0.7961
H18 -2.9408 1.8214 2.0639
H19 -1.6788 1.9988 4.3945
H20 -0.3238 1.9937 3.2391
H21 -1.4722 0.6817 3.2622
C10 -0.5654 6.4888 -1.4882
Cl1 -1.5422 5.0587 -1.8805
Cl2 -1.5621 7.9986 -1.1493
H22 0.1806 6.3531 -0.7052
H23 0.0230 6.7455 -2.3690
C11 -1.4193 -2.0970 4.6111
Cl3 -2.7883 -2.7470 5.5812
Cl4 -0.5999 -1.0056 5.6643
H24 -0.7123 -2.8372 4.2364
H25 -1.8041 -1.5523 3.7490
C12 -5.6073 1.6707 -3.4462
Cl5 -5.0171 0.9892 -1.9589
Cl6 -7.3317 1.3919 -3.5798
H26 -5.4895 2.7435 -3.2933
H27 -5.1210 1.1402 -4.2649
C13 -1.4864 -1.9963 -4.6654
Cl7 -0.8132 -1.9676 -6.3281
Cl8 -3.2878 -1.7887 -4.7100
H28 -1.2223 -2.9445 -4.1972
H29 -1.0302 -1.1548 -4.1440
C14 -4.9753 -0.8549 2.0345
Cl9 -4.6331 -0.0645 3.5889
Cl10 -3.9657 -2.3383 1.9941
H30 -6.0487 -1.0417 2.0652
H31 -4.6499 -0.1871 1.2369
C15 -1.8304 -5.3142 0.6762
Cl11 -0.9831 -5.9110 -0.7306
Cl12 -0.6583 -4.8405 1.9339
H32 -2.3181 -4.3688 0.4383
H33 -2.4640 -5.9951 1.2445
C16 1.8209 5.4520 2.9124
Cl13 2.8096 5.8324 4.3846
Cl14 2.2360 6.5184 1.5481
H34 1.8319 4.3748 2.7461
H35 0.7890 5.7051 3.1558
C17 -1.7643 3.8483 -6.7902
Cl15 -1.2069 3.9134 -5.1251
Cl16 -1.9672 5.5269 -7.4344
H36 -1.0102 3.4206 -7.4509
H37 -2.6735 3.2578 -6.6772
F1 2.7481 -4.5025 2.0614
C18 2.8616 -3.1710 2.3630
C19 3.6342 -2.4082 1.5246
C20 3.8463 -1.1107 1.8970
C21 3.2826 -0.6457 3.1095
C22 2.4867 -1.4277 3.9444
C23 2.4020 -2.7370 3.5821
H38 4.0116 -2.8425 0.6106
H39 4.3945 -0.3985 1.2982
H40 3.4856 0.3812 3.3754
H41 2.0664 -1.0560 4.8673
H42 1.8651 -3.4196 4.2242
F2 -2.0021 -1.7805 -0.3681
C24 -1.5740 -0.5751 -0.5384
C25 -1.8893 -0.0134 -1.7470
C26 -1.1921 1.1894 -2.0387
C27 -0.3918 1.7857 -1.0503
C28 -0.1484 1.1802 0.1811
C29 -0.7210 -0.0364 0.4258
H43 -2.5773 -0.3508 -2.5081
H44 -1.4430 1.7978 -2.8951
H45 0.0692 2.7008 -1.3913
H46 0.5210 1.6470 0.8886
H47 -0.5672 -0.5688 1.3528
F3 2.7092 -1.1253 -4.5709
C30 2.6077 -2.2717 -3.8890
C31 1.8254 -2.3142 -2.7447
C32 1.6672 -3.5060 -2.0730
C33 2.3269 -4.6520 -2.5161
C34 3.0573 -4.6579 -3.6768
C35 3.1927 -3.4686 -4.3836
H48 1.2528 -1.4437 -2.4606
H49 1.0284 -3.5492 -1.2032
H50 2.4685 -5.5097 -1.8753
H51 3.6555 -5.4650 -4.0731
H52 3.7178 -3.4611 -5.3274
F4 3.3419 2.8820 0.8090
C36 3.7047 2.9238 -0.4711
C37 3.4341 4.1237 -1.0714
C38 3.5193 4.2762 -2.4924
C39 3.9895 3.2104 -3.2433
C40 4.3729 2.0100 -2.5991
C41 4.1719 1.8648 -1.2017
H53 3.0245 4.9170 -0.4636
H54 3.3207 5.1985 -3.0180
H55 4.2415 3.3567 -4.2832
H56 4.6500 1.0702 -3.0534
H57 4.3133 0.9479 -0.6487

Output
Calculated total energy: -9748.9464 hartree
Charge: 0
HOMO energy: -9.165 eV
Lowest unoccupied orbital energy: 0.1 eV
Gap between HOMO and LUMO: 9.21 eV

Results of the Mulliken charge analysis, in e, for atoms 1 through 4:
1 C -1.0349
2 C 0.6256
3 O -0.4279
4 N -0.1756

=====

This record from OMol25 describes a molecular structure, C41H57F9GeN2O5PS3Ti at a distorted geometry. The level of theory is ωB97M-V/def2-TZVPD.

Element x y z (Å)
Ti1 -0.0998 -0.4846 0.6242
C1 -2.8348 -1.2587 3.0666
C2 -3.1147 -0.1829 2.0305
C3 -4.5311 -0.4052 1.4955
C4 -3.0471 1.1911 2.6709
O1 -2.0939 -0.2678 0.9773
Ge1 -2.7636 -0.4188 -0.9285
O2 -0.9270 -1.0295 -1.2715
C5 -0.6948 -1.9296 -2.3813
C6 0.6766 -1.6196 -2.9757
C7 -1.7516 -1.7541 -3.4733
C8 -0.7355 -3.3710 -1.8822
O3 -2.3273 1.3073 -1.3427
C9 -3.2547 2.3114 -1.7932
C10 -4.6796 1.7701 -1.8902
C11 -3.1995 3.4594 -0.7977
C12 -2.8160 2.7971 -3.1686
H1 -3.0679 -2.2534 2.6685
H2 -1.8005 -1.2204 3.4073
H3 -3.4666 -1.1042 3.9444
H4 -5.2255 -0.3976 2.3379
H5 -4.8372 0.3926 0.8127
H6 -4.6343 -1.3600 0.9840
H7 -3.8883 1.3249 3.3564
H8 -2.1241 1.3197 3.2402
H9 -3.0980 1.9683 1.9028
H10 0.6100 -0.7979 -3.6951
H11 1.3795 -1.3417 -2.1932
H12 1.0703 -2.4921 -3.5074
H13 -1.8330 -0.6988 -3.7582
H14 -1.4619 -2.3255 -4.3607
H15 -2.7344 -2.1053 -3.1578
H16 0.1065 -3.5898 -1.2139
H17 -1.6825 -3.5667 -1.3695
H18 -0.6680 -4.0699 -2.7186
H19 -5.0270 1.4061 -0.9207
H20 -5.3628 2.5569 -2.2161
H21 -4.7400 0.9485 -2.6077
H22 -3.6048 3.1453 0.1678
H23 -3.7810 4.3178 -1.1499
H24 -2.1597 3.7758 -0.6516
H25 -3.5518 3.4851 -3.5939
H26 -1.8640 3.3350 -3.0975
H27 -2.7042 1.9482 -3.8522
C13 3.8547 -2.6302 -0.5275
O4 2.7761 -3.2523 0.2365
C14 1.7699 -2.5198 0.5417
O5 1.6071 -1.3543 0.2085
N1 0.9015 -3.1428 1.3747
N2 -0.4000 -2.6013 1.3427
H28 4.6653 -3.3487 -0.5245
H29 4.1656 -1.7053 -0.0508
H30 3.5194 -2.4392 -1.5416
H31 1.0097 -4.1444 1.4203
H32 -0.8121 -2.6605 2.2615
H33 -0.9751 -3.1016 0.6819
C15 3.3537 2.5633 -3.9849
C16 4.4246 1.8481 -3.1252
S1 3.8312 0.5735 -1.9940
C17 3.6298 1.4431 -0.4276
C18 2.4010 2.3134 -0.2115
S2 0.7437 1.6830 -0.5358
C19 0.6067 1.7122 -2.3293
C20 0.7405 3.1269 -2.9029
S3 2.3933 3.7569 -3.0676
H34 2.6773 1.8678 -4.4806
H35 3.8523 3.1833 -4.7406
H36 5.0625 2.5598 -2.5986
H37 5.0561 1.3006 -3.8237
H38 4.5215 2.0486 -0.2563
H39 3.6401 0.6394 0.3071
H40 2.4775 3.2645 -0.7696
H41 2.3646 2.5959 0.8404
H42 -0.4123 1.3641 -2.5134
H43 1.3147 1.0161 -2.7623
H44 0.2336 3.8825 -2.2955
H45 0.3182 3.1586 -3.9183
F1 -1.5635 -2.1697 8.6664
C21 -0.6438 -2.7791 7.9088
F2 0.4604 -2.9592 8.6519
F3 -1.1103 -3.9957 7.5792
C22 -0.3223 -1.9785 6.6738
C23 -0.7830 -0.6866 6.5195
C24 -0.4325 0.0463 5.3898
C25 0.3902 -0.4978 4.4092
C26 0.8038 -1.8250 4.5618
C27 0.4634 -2.5572 5.6876
P1 0.8211 0.4216 2.8593
C28 2.6866 0.4527 2.9102
C29 3.4057 -0.7298 2.7021
C30 4.7895 -0.7409 2.6464
C31 5.4932 0.4466 2.7787
C32 4.8149 1.6256 3.0044
C33 3.4237 1.6252 3.0726
C34 6.9871 0.4358 2.6063
F4 7.5416 1.5762 3.0301
F5 7.2947 0.2895 1.2968
F6 7.5506 -0.5839 3.2629
C35 0.4299 2.1506 3.3511
C36 -0.3934 2.9394 2.5549
C37 -0.6977 4.2499 2.9126
C38 -0.1853 4.7718 4.0829
C39 0.6250 3.9973 4.9045
C40 0.9252 2.6979 4.5425
C41 -0.4749 6.1954 4.4879
F7 -1.4516 6.7344 3.7444
F8 -0.8396 6.2551 5.7750
F9 0.6273 6.9539 4.3377
H46 -1.4225 -0.2454 7.2755
H47 -0.8328 1.0457 5.2823
H48 1.3869 -2.3122 3.7962
H49 0.8018 -3.5827 5.7981
H50 2.8900 -1.6723 2.5909
H51 5.3258 -1.6740 2.5030
H52 5.3647 2.5504 3.1322
H53 2.9254 2.5666 3.2475
H54 -0.8422 2.5273 1.6674
H55 -1.3491 4.8521 2.2918
H56 1.0179 4.4125 5.8263
H57 1.5660 2.1055 5.1886

Output
2S+1: 4
Calculated total energy: -7442.9735 hartree
Charge: +2
HOMO energy (spin up / spin down): -11.338 / -12.690 eV
Expectation value of S²: 3.758
Lowest unoccupied orbital energy (spin up / spin down): -4.4 / -9.6 eV
Gap between HOMO and LUMO (spin up / spin down): 6.91 / 3.08 eV

Results of the Mulliken charge analysis, in e, for atoms 1 through 4:
1 Ti -0.3575
2 C -2.0206
3 C 1.7682
4 C -2.1713

=====

This record from OMol25 describes a molecular structure, C41H57HfN2O8P3SSi at a distorted geometry. The level of theory is ωB97M-V/def2-TZVPD.

Element x y z (Å)
Hf1 -1.1169 -1.2436 -0.5164
C1 5.9049 -1.8931 0.0810
C2 4.4186 -1.9525 0.4279
C3 4.1912 -1.6937 1.9097
P1 3.1202 -1.0083 -0.5204
C4 3.7206 -0.9191 -2.2661
C5 4.9339 -0.0606 -2.6103
C6 3.8549 -2.3358 -2.8276
C7 3.2676 0.7381 0.0439
C8 4.5161 1.2981 0.3359
C9 4.6511 2.5689 0.8637
C10 3.5124 3.3194 1.1113
C11 2.2737 2.7948 0.7875
C12 2.1077 1.5157 0.2305
Si1 0.3105 1.0285 -0.2229
C13 -0.0979 2.1597 -1.7552
C14 0.3777 3.4819 -1.8161
C15 0.1954 4.3022 -2.9126
C16 -0.4761 3.8217 -4.0291
C17 -0.9721 2.5360 -3.9987
C18 -0.8051 1.7056 -2.8822
P2 -1.6315 0.0659 -2.9614
C19 -0.9121 -0.7794 -4.4573
C20 0.5193 -0.3317 -4.7276
C21 -1.7346 -0.7078 -5.7431
C22 -3.3559 0.5079 -3.4581
C23 -3.9170 1.7372 -2.7352
C24 -4.2697 -0.7176 -3.3210
C25 -0.7941 1.6562 1.2473
C26 -1.7020 2.8426 0.8982
C27 -1.9636 3.5265 2.0030
C28 -2.4584 1.7240 3.6852
C29 -1.7799 0.4121 3.9571
C30 -1.3744 -0.2427 2.8799
P3 -0.4357 -1.7693 2.7259
C31 0.4802 -1.8443 4.3321
C32 1.2624 -3.1561 4.4117
C33 1.3875 -0.6352 4.5613
C34 -1.7760 -3.0440 3.0028
C35 -2.3484 -3.1265 4.4145
C36 -2.9369 -2.7880 2.0515
H1 6.4509 -2.5985 0.7144
H2 6.3393 -0.9097 0.2607
H3 6.1059 -2.1646 -0.9530
H4 4.0872 -2.9818 0.2407
H5 4.6389 -0.7491 2.2254
H6 4.6222 -2.4935 2.5158
H7 3.1253 -1.6371 2.1220
H8 2.8556 -0.4675 -2.7516
H9 5.8458 -0.4242 -2.1386
H10 4.7917 0.9797 -2.3179
H11 5.0979 -0.0782 -3.6913
H12 4.7780 -2.8131 -2.4928
H13 3.8799 -2.3116 -3.9193
H14 3.0239 -2.9742 -2.5283
H15 5.4094 0.7168 0.1545
H16 5.6329 2.9659 1.0862
H17 3.5861 4.3080 1.5460
H18 1.4032 3.4089 0.9889
H19 0.9202 3.8974 -0.9813
H20 0.5812 5.3133 -2.8982
H21 -0.6158 4.4437 -4.9036
H22 -1.5138 2.1657 -4.8609
H23 -0.8775 -1.8244 -4.1446
H24 0.5439 0.6492 -5.2049
H25 1.0049 -1.0476 -5.3940
H26 1.0994 -0.2725 -3.8155
H27 -1.7922 0.3087 -6.1376
H28 -2.7487 -1.0836 -5.6209
H29 -1.2483 -1.3188 -6.5067
H30 -3.2897 0.7498 -4.5213
H31 -3.6010 1.7949 -1.6966
H32 -5.0061 1.6927 -2.7375
H33 -3.6078 2.6609 -3.2229
H34 -4.4749 -0.9291 -2.2758
H35 -3.8319 -1.6147 -3.7634
H36 -5.2190 -0.5229 -3.8238
H37 -2.0654 3.0527 -0.0962
H38 -2.5900 4.4005 2.0995
H39 -2.9350 2.1495 4.5637
H40 -1.6092 0.0612 4.9654
H41 -0.2830 -1.8446 5.1154
H42 1.9322 -3.2605 3.5560
H43 0.6109 -4.0314 4.4319
H44 1.8726 -3.1767 5.3164
H45 2.3175 -0.7294 4.0110
H46 1.6446 -0.5800 5.6211
H47 0.9201 0.3042 4.2672
H48 -1.3186 -4.0056 2.7412
H49 -2.6860 -2.1477 4.7602
H50 -1.6294 -3.5199 5.1304
H51 -3.2143 -3.7922 4.4314
H52 -3.4938 -1.9006 2.3597
H53 -3.6243 -3.6379 2.0464
H54 -1.9131 -3.2840 0.4435
O1 -1.7302 -2.9578 -1.8953
S1 -0.2331 -3.2812 -1.7283
O2 -0.1694 -3.2185 -0.1605
O3 0.3575 -1.8777 -1.9889
O4 -2.5305 -2.5653 0.6923
O5 -5.9346 1.8198 2.2362
C37 -4.8840 2.0381 2.9929
O6 -4.9570 2.7206 3.9888
C38 -3.5345 1.4296 2.6521
C39 -1.3696 2.7514 3.1626
N1 -0.2557 2.0192 2.5444
N2 -1.7115 0.3521 1.5748
C40 -3.1107 0.7259 1.5870
C41 -3.8006 0.2803 0.3299
O7 -5.0061 0.4118 0.1365
O8 -3.0064 -0.2318 -0.5344
H55 -5.7278 1.2262 1.4453
H56 -1.0273 3.3453 4.0083
H57 0.5519 2.6217 2.4391

Output
Energy relative to the best compared isomer or geometry (same formula, charge and spin): 400.4 kJ/mol
Calculated total energy: -4067.8377 hartree
Charge: 0
HOMO energy: -7.666 eV
Lowest unoccupied orbital energy: -0.2 eV
Gap between HOMO and LUMO: 7.42 eV

Results of the Mulliken charge analysis, in e, for atoms 1 through 4:
1 Hf 2.4875
2 C -1.5822
3 C 0.6613
4 C -1.0947

=====

This record from OMol25 describes 3 unconnected molecules or ions with the total composition C41H57IN2O16P3S at a distorted geometry. The level of theory is ωB97M-V/def2-TZVPD.

Element x y z (Å)
C1 5.0499 0.8106 0.2395
C2 4.9814 1.5133 -1.1605
C3 4.3988 0.5671 -2.2491
C4 3.2741 1.2245 -3.0801
N1 3.1802 0.5463 -4.3887
C5 1.8649 0.4629 -4.8855
C6 1.4989 1.0620 -6.0812
O1 2.5157 1.7751 -6.7383
N2 2.4880 3.1300 -6.2581
O2 3.4517 3.3742 -5.6527
C7 0.2084 0.9954 -6.5939
P1 -0.1702 1.8515 -8.1711
O3 -1.7463 2.1830 -8.2992
O4 0.5980 3.2925 -8.2500
S1 0.3153 0.6944 -9.6315
C8 -0.7707 0.2979 -5.8999
C9 -2.2484 0.1811 -6.3478
O5 -2.4445 -0.4381 -7.4102
O6 -3.1120 0.7203 -5.6164
C10 -0.4125 -0.3009 -4.7050
C11 0.8687 -0.2172 -4.1983
C12 1.0800 -0.8921 -2.8570
O7 2.0644 -1.5424 -2.5562
C13 -0.0766 -0.7243 -1.9110
C14 0.1060 -0.4637 -0.5866
C15 -0.9469 -0.2716 0.2747
C16 -0.7124 0.0442 1.7452
C17 0.6639 0.6799 2.0861
C18 0.8949 2.0683 1.5117
C19 0.5193 3.2067 2.2004
C20 0.7475 4.4746 1.7205
C21 1.3392 4.6716 0.4902
C22 1.7233 3.5479 -0.2191
C23 1.5200 2.2851 0.2917
C24 -2.2552 -0.3677 -0.2366
C25 -3.3970 -0.1822 0.7648
C26 -3.9138 1.2785 1.0173
C27 -4.2130 1.4286 2.5341
I1 -2.6168 2.8557 0.3495
C28 -2.4832 -0.6364 -1.6056
C29 -3.8636 -0.7302 -2.2587
C30 -4.7912 0.4833 -1.9322
C31 -4.5424 -2.0966 -1.8661
C32 -5.1680 -2.6772 -3.1512
C33 -5.9907 -3.9599 -2.9149
C34 -1.3636 -0.8104 -2.4066
C35 -1.4388 -1.0799 -3.8996
O8 -2.2032 -1.8702 -4.4110
H1 4.7041 -0.2294 0.1778
H2 6.0796 0.7610 0.6103
H3 4.3799 1.3205 0.9420
H4 4.4497 2.4706 -1.0972
H5 6.0251 1.7579 -1.4002
H6 4.0669 -0.3908 -1.8344
H7 5.2253 0.3078 -2.9258
H8 2.3246 1.2467 -2.5367
H9 3.5966 2.2744 -3.2079
H10 3.7910 1.0173 -5.0434
H11 -2.0495 2.6696 -7.5117
H12 0.0124 3.9265 -7.8062
H13 1.1123 -0.4059 -0.1787
H14 -1.4867 0.7110 2.1379
H15 -0.7962 -0.8918 2.3226
H16 1.4970 0.0370 1.7788
H17 0.6955 0.7770 3.1804
H18 0.0444 3.1323 3.1807
H19 0.4706 5.3597 2.2925
H20 1.5464 5.6437 0.0507
H21 2.1936 3.6543 -1.1962
H22 1.8852 1.4668 -0.3246
H23 -4.2515 -0.7342 0.3510
H24 -3.1467 -0.6928 1.7006
H25 -4.8829 1.3888 0.5318
H26 -3.3683 1.0452 3.1188
H27 -5.0874 0.8268 2.8207
H28 -4.4216 2.4771 2.7691
H29 -3.7739 -0.7143 -3.3466
H30 -5.5642 0.2149 -1.2024
H31 -5.2708 0.8633 -2.8409
H32 -4.1528 1.2903 -1.5640
H33 -5.2881 -1.9341 -1.0769
H34 -3.7397 -2.7744 -1.5459
H35 -4.3336 -2.9483 -3.8072
H36 -5.8176 -1.9484 -3.6506
H37 -6.4931 -4.2073 -3.8642
H38 -5.3680 -4.8364 -2.6911
H39 -6.7850 -3.8493 -2.1658
C36 0.2195 2.2632 8.3338
O9 0.9367 2.1562 7.1058
P2 1.7788 0.8315 6.8279
O10 1.0382 -0.4157 6.9771
O11 3.0614 0.9632 7.7736
C37 3.0421 0.3053 9.0420
O12 2.3639 1.0949 5.3938
C38 2.9731 2.3627 5.1094
H40 -0.1003 1.2852 8.6963
H41 0.8500 2.7471 9.0824
H42 -0.6598 2.8798 8.1629
H43 2.7147 -0.7283 8.9370
H44 2.3854 0.8324 9.7356
H45 4.0544 0.3156 9.4400
H46 3.6297 2.6756 5.9216
H47 2.2014 3.1139 4.9477
H48 3.5612 2.2634 4.2006
C39 2.1404 -4.2972 4.1757
O13 1.8316 -3.8608 2.8541
P3 0.3044 -3.8427 2.3954
O14 -0.5999 -3.1213 3.2875
O15 -0.0675 -5.3811 2.1704
C40 -0.7196 -6.0860 3.2279
O16 0.3880 -3.2731 0.9395
C41 1.3540 -3.7961 0.0109
H49 1.3282 -4.0764 4.8700
H50 2.3385 -5.3711 4.1673
H51 3.0365 -3.7769 4.5065
H52 -1.5627 -5.5135 3.6129
H53 -0.0174 -6.2985 4.0355
H54 -1.0876 -7.0274 2.8256
H55 1.3912 -4.8852 0.0445
H56 2.3377 -3.3850 0.2328
H57 1.0597 -3.4821 -0.9864

Output
Energy relative to the best compared isomer or geometry (same formula, charge and spin): 0.0 kJ/mol
Calculated total energy: -4630.0642 hartree
Charge: -1
HOMO energy: -4.972 eV
Lowest unoccupied orbital energy: 1.6 eV
Gap between HOMO and LUMO: 6.62 eV

Results of the Mulliken charge analysis, in e, for atoms 1 through 4:
1 C -0.8001
2 C -0.5394
3 C -0.6954
4 C -0.6426

=====

Among the records above, which one has the highest charge? C41H57F9GeN2O5PS3Ti

=====

Among the records above, which one has the highest charge? C41H57F9GeN2O5PS3Ti